79
Properties=species:S:1:pos:R:3 method="wB97M-V/def2-TZVPD" e_above_lowest_kcal_mol=6.7 total_charge=-1 homo_lumo_gap_ev=6.15 total_energy_ev=-193104.507 largest_force_ev_per_a=1.2
Rb 0.096 0.374 -0.843
C 0.955 -0.177 6.938
C 1.288 0.076 5.490
C 2.432 -0.459 4.892
C 2.709 -0.261 3.558
C 1.863 0.487 2.698
N 2.090 0.611 1.366
C 3.355 0.815 0.915
C 4.299 1.617 1.610
C 5.534 1.936 1.091
C 5.941 1.479 -0.163
C 7.273 1.858 -0.758
C 5.053 0.667 -0.849
C 3.808 0.330 -0.333
N 3.024 -0.576 -1.120
C 2.900 -1.905 -0.907
C 2.328 -2.442 -2.039
C 2.133 -1.340 -2.891
N 2.568 -0.223 -2.329
C 0.730 1.041 3.334
C 0.457 0.830 4.680
N -0.150 1.925 2.633
C -0.149 3.268 2.743
C -1.226 3.738 2.022
C -1.835 2.583 1.511
N -1.174 1.494 1.884
H 1.860 -0.349 7.523
H 0.315 -1.057 7.049
H 0.426 0.673 7.374
H 3.112 -1.055 5.493
H 3.599 -0.701 3.124
H 4.000 2.016 2.571
H 6.200 2.572 1.668
H 7.953 2.225 0.011
H 7.162 2.645 -1.509
H 7.743 1.002 -1.247
H 5.326 0.270 -1.821
H 3.223 -2.362 0.013
H 2.123 -3.480 -2.238
H 1.708 -1.320 -3.882
H -0.437 1.286 5.095
H 0.609 3.783 3.308
H -1.517 4.765 1.883
H -2.710 2.494 0.889
C -1.177 -3.311 -1.428
C -1.653 -2.592 -2.661
C -2.346 -3.274 -3.681
C -2.868 -2.566 -4.728
C -2.728 -1.164 -4.772
C -3.272 -0.338 -5.777
Br -4.281 -1.093 -7.219
C -3.108 1.022 -5.741
C -2.391 1.603 -4.704
Br -2.211 3.501 -4.668
C -1.780 0.891 -3.642
O -1.142 1.438 -2.709
C -1.987 -0.561 -3.714
N -1.463 -1.292 -2.709
H -1.298 -4.391 -1.527
H -1.742 -2.963 -0.560
H -0.133 -3.080 -1.241
H -2.475 -4.347 -3.624
H -3.410 -3.070 -5.517
H -3.536 1.643 -6.515
O -1.616 -1.328 1.678
C -2.991 -1.550 1.770
C -3.829 -0.785 0.764
C -5.217 -0.924 0.774
C -5.965 -0.223 -0.155
C -5.308 0.603 -1.058
C -3.927 0.687 -0.983
N -3.202 0.006 -0.095
H -1.460 -0.362 1.754
H -3.375 -1.315 2.775
H -3.152 -2.622 1.616
H -5.693 -1.572 1.500
H -7.043 -0.316 -0.176
H -5.853 1.165 -1.804
H -3.366 1.324 -1.661